<w>
Below is the molecule C4H2N2S, with properties calculated with the ωB97M-V functional and the def2-TZVPD basis.

```
9
Properties=species:S:1:pos:R:3:lowdin_charge:R:1
N 0.0618 -2.5551 2.1225 0.15
C 0.1005 -1.7426 1.3044 -0.24
C 0.0333 -0.5427 0.5007 -0.37
C 0.8083 -0.1392 -0.5702 -0.20
N 0.4764 1.0285 -1.1740 -0.03
C -0.6326 1.5413 -0.7480 -0.51
S -1.4967 0.6553 0.4592 0.97
H 1.6909 -0.7873 -0.7605 0.13
H -1.0418 2.5419 -1.1341 0.11
```

The HOMO energy comes out at -0.372 hartree. The SMILES is N#Cc1cncs1. The value obtained for the HOMO-LUMO gap is 9.723 eV.

=====

<x>
Below is the molecule C4H2N2S, with properties calculated with the ωB97M-V functional and the def2-TZVPD basis.

```
9
Properties=species:S:1:pos:R:3:lowdin_charge:R:1
C -1.0913 0.4201 0.1965 -0.18
C -0.1657 1.1585 0.9014 -0.43
C -0.4425 -0.5797 -0.5083 -0.07
C 0.9293 -0.5776 -0.3410 -0.64
N 0.4211 -2.0965 -1.6096 0.19
N 1.4014 -1.6201 -1.1135 -0.05
S 1.4714 0.6842 0.7187 1.02
H -2.1442 0.6234 0.2105 0.10
H -0.3794 1.9878 1.5452 0.06
```

The HOMO energy comes out at -0.335 hartree. The value obtained for the HOMO-LUMO gap is 8.653 eV.

=====

Each structure's energy above the most stable one, in kJ/mol: <w> 0.0; <x> 389.5.

=====

<w>
Below is a cluster of 2 separate species, C3H6S3 in total, with properties calculated with the ωB97M-V functional and the def2-TZVPD basis.

```
12
Properties=species:S:1:pos:R:3:lowdin_charge:R:1
C 0.2029 0.3476 -0.0644 -0.28
C -0.9671 0.8657 -0.0740 0.09
C 0.3742 -0.8379 0.9202 -0.99
S -1.5183 3.1713 -2.1871 0.22
S 1.5912 -0.4216 2.2510 0.68
S 0.8444 -2.5156 0.1820 0.68
H 1.1250 0.7344 -0.4430 0.10
H -1.9616 0.4066 0.1990 0.09
H -0.5618 -0.9881 1.3862 0.02
H -1.2761 2.5455 -3.3401 -0.35
H 2.5170 -0.3640 1.2129 -0.10
H -0.3697 -2.9438 -0.0427 -0.17
```

The HOMO energy (alpha / beta) comes out at -0.323 / -0.323 hartree. The value obtained for the HOMO-LUMO gap (alpha / beta) is 6.224 / 6.230 eV.

=====

<x>
Below is the molecule C3H6S3, with properties calculated with the ωB97M-V functional and the def2-TZVPD basis.

```
12
Properties=species:S:1:pos:R:3:lowdin_charge:R:1
C -2.5733 -0.4408 0.8650 -0.43
S -1.3425 -1.0739 -0.4840 0.71
C -0.0254 0.1572 -0.3762 -1.16
S -0.5122 1.7182 0.0171 0.59
C 1.4652 0.0675 -0.8465 -0.77
S 2.4740 -0.5623 0.4884 0.58
H -3.0688 -1.4356 1.1633 0.01
H -3.4694 0.0559 0.1499 0.08
H -1.8293 0.1820 1.7713 0.11
H 1.6546 -0.4331 -1.9754 0.14
H 1.6294 1.3209 -1.0998 0.10
H 1.9761 0.2945 1.7926 0.03
```

The HOMO energy comes out at -0.315 hartree. The SMILES is CSC(=S)CS. The value obtained for the HOMO-LUMO gap is 8.010 eV.

=====

Each structure's energy above the most stable one, in kJ/mol: <w> 124.5; <x> 0.0.

=====

<w>
Below is a structure of composition C6H10IN2, with properties calculated with the ωB97M-V functional and the def2-TZVPD basis.

```
19
Properties=species:S:1:pos:R:3:lowdin_charge:R:1
C -1.8059 -1.4650 -1.1465 -0.02
C -1.4650 -0.1472 -1.5333 -0.08
C -0.8717 -2.1000 -0.2794 0.00
C -0.3220 0.4829 -1.0550 -0.18
C 0.3681 -1.5390 0.1811 -0.37
C 0.5836 -0.1713 -0.2229 -0.60
N 0.4141 2.9213 1.1794 0.22
N 1.2632 -2.1319 1.0314 0.05
I 2.4548 0.6579 0.2749 1.09
H -2.5506 -1.8411 -1.7559 0.09
H -2.0093 0.2994 -2.3080 0.09
H 1.0271 3.6952 0.9036 0.14
H -0.1417 1.4921 -1.2786 0.06
H -1.0671 -3.1237 -0.0566 0.10
H -0.2860 2.8156 0.4359 0.13
H 0.9750 2.0127 1.3111 -0.05
H 0.0584 3.2604 2.1016 0.17
H 1.1286 -3.1694 1.2986 0.16
H 2.2466 -1.9488 0.9186 0.02
```

The HOMO energy comes out at -0.422 hartree. Its charge is +1. The value obtained for the HOMO-LUMO gap is 7.819 eV.

=====

<x>
Below is a structure of composition C6H10IN2, with properties calculated with the ωB97M-V functional and the def2-TZVPD basis.

```
19
Properties=species:S:1:pos:R:3:lowdin_charge:R:1
C -2.6641 -1.1148 0.6722 -0.02
C -0.8703 -0.1662 -0.1111 -0.07
C -2.5821 0.2952 1.1627 -0.10
C 2.0263 -0.4496 0.0692 -0.09
C 1.0747 0.9697 -1.8786 -0.62
C 0.9223 -0.2155 -1.0203 -0.27
N -1.5905 -1.3643 0.0036 0.14
N -1.4339 0.8158 0.5025 0.10
I 1.0883 2.7123 -0.6672 0.96
H -3.5199 -1.7439 0.7745 0.13
H -3.5148 0.6633 0.6326 0.18
H -2.5503 0.6967 2.1872 0.16
H 2.2601 0.4053 0.6905 0.04
H 2.8907 -0.4864 -0.4753 0.06
H 1.8084 -1.3279 0.6757 0.09
H 2.0848 1.0405 -2.5115 0.12
H 0.2497 1.1749 -2.5598 0.04
H 0.8222 -1.2612 -1.3446 0.12
H -1.0754 1.6953 0.6121 0.02
```

The HOMO energy comes out at -0.486 hartree. Its charge is +1. The value obtained for the HOMO-LUMO gap is 8.548 eV.

=====

Each structure's energy above the most stable one, in kJ/mol: <w> 0.0; <x> 222.2.

=====

<w>
Below is a cluster of 2 separate species, CHCl3S in total, with properties calculated with the ωB97M-V functional and the def2-TZVPD basis.

```
6
Properties=species:S:1:pos:R:3:lowdin_charge:R:1
S -0.5830 -2.1517 1.1374 0.67
C -0.8640 -0.6789 0.5902 -1.74
Cl -0.4218 0.8528 1.4562 0.49
Cl -1.4020 -0.3487 -0.9462 0.62
Cl 2.2443 1.0082 -1.3886 0.21
H 1.0264 1.3183 -0.8490 -0.24
```

The HOMO energy comes out at -0.364 hartree. The SMILES is S=C(Cl)Cl.Cl. The value obtained for the HOMO-LUMO gap is 8.764 eV.

=====

<x>
Below is the molecule CHCl3S, with properties calculated with the ωB97M-V functional and the def2-TZVPD basis.

```
6
Properties=species:S:1:pos:R:3:lowdin_charge:R:1
Cl 2.2160 -1.0763 -0.0498 0.20
S 1.0074 -0.0409 -1.1223 0.37
C -0.4283 0.0477 -0.1602 -1.34
Cl -1.8036 0.8330 -0.8000 0.59
Cl -0.0486 1.0765 1.7314 0.13
H -0.9429 -0.8400 0.4008 0.06
```

The HOMO energy comes out at -0.360 hartree. The SMILES is ClSC(Cl)Cl. The value obtained for the HOMO-LUMO gap is 9.178 eV.

=====

Each structure's energy above the most stable one, in kJ/mol: <w> 0.0; <x> 66.1.

=====

<w>
Below is the molecule C19H27N3O2, with properties calculated with the ωB97M-V functional and the def2-TZVPD basis.

```
51
Properties=species:S:1:pos:R:3:lowdin_charge:R:1
C -4.9733 -2.7413 -0.1356 0.05
C -4.2663 -1.7072 -0.5791 -0.32
C -4.7031 -0.9116 -1.7753 -0.06
C -3.0203 -1.2816 0.0811 -0.19
C -2.1378 -2.2241 0.6016 -0.03
C -0.9635 -1.8181 1.2055 -0.06
C -0.6579 -0.4736 1.2942 -0.04
C -1.5159 0.4885 0.7700 -0.16
C -1.1093 1.9536 0.8710 -0.49
C -1.9590 2.8884 0.0074 -0.03
C -1.1908 2.3956 2.3353 -0.02
N 0.2867 2.0815 0.4422 0.13
C 0.6956 1.5429 -0.7416 -0.51
O -0.0889 1.1575 -1.5888 0.07
N 2.0578 1.5327 -0.9824 -0.05
C 3.0796 1.7378 0.0193 -0.15
C 3.4057 0.4319 0.7469 -0.12
C 3.8336 -0.6382 -0.2598 -0.25
C 3.9648 -1.9895 0.4353 -0.53
N 4.7668 -2.8675 -0.2121 0.17
O 3.3971 -2.2732 1.4645 0.07
C 2.7828 -0.7638 -1.3745 -0.11
C 2.5000 0.6037 -2.0028 -0.15
C -2.6913 0.0698 0.1706 0.03
H -4.6886 -3.2961 0.7418 0.06
H -5.8790 -3.0581 -0.6253 0.06
H -5.4157 -1.4772 -2.3706 0.08
H -3.8453 -0.6514 -2.3922 0.09
H -5.1862 0.0137 -1.4612 0.08
H -2.3622 -3.2762 0.5091 0.11
H -0.2727 -2.5488 1.6009 0.11
H 0.2685 -0.1789 1.7672 0.10
H -1.5444 3.8930 0.0589 0.09
H -1.9317 2.5546 -1.0254 0.08
H -2.9854 2.9186 0.3620 0.08
H -0.8686 3.4304 2.4359 0.09
H -2.2170 2.3152 2.6843 0.09
H -0.5684 1.7665 2.9685 0.08
H 0.9562 2.2282 1.1767 0.11
H 3.9748 2.0927 -0.5057 0.13
H 2.7903 2.5231 0.7192 0.12
H 2.5270 0.0650 1.2798 0.10
H 4.1998 0.5934 1.4782 0.13
H 4.7972 -0.3616 -0.7027 0.15
H 5.2002 -2.6520 -1.0915 0.10
H 4.8516 -3.8032 0.1492 0.11
H 1.8521 -1.1472 -0.9497 0.13
H 3.1214 -1.4623 -2.1419 0.12
H 3.4002 1.0064 -2.4775 0.13
H 1.7046 0.5210 -2.7440 0.12
H -3.3720 0.7972 -0.2370 0.11
```

The HOMO energy comes out at -0.306 hartree. The SMILES is C=C(C)c1cccc(C(C)(C)NC(=O)N2CCC(C(N)=O)CC2)c1. The value obtained for the HOMO-LUMO gap is 9.016 eV.

=====

<x>
Below is the molecule C19H27N3O2, with properties calculated with the ωB97M-V functional and the def2-TZVPD basis.

```
51
Properties=species:S:1:pos:R:3:lowdin_charge:R:1
C 5.5293 0.8666 -3.2221 -0.06
C 5.9283 1.9170 -2.1899 -0.25
O 5.9891 1.3971 -0.8756 -0.05
C 4.8345 1.1699 -0.1924 -0.26
C 4.9983 0.5843 1.0743 0.01
C 3.9164 0.3176 1.8743 -0.01
C 2.6249 0.6273 1.4362 -0.18
N 1.5276 0.3670 2.2158 0.12
C 0.2606 0.6580 1.8180 -0.22
C -0.8349 0.3203 2.7759 0.00
C 0.0221 1.2319 0.6063 -0.10
C -1.3805 1.5473 0.1595 -0.14
N -2.2070 0.3515 0.1159 -0.19
C -1.6940 -0.6233 -0.8341 -0.15
C -2.7710 -1.6564 -1.1818 -0.18
N -3.6449 -1.8356 -0.0410 -0.19
C -4.4778 -3.0167 -0.1401 -0.27
C -5.1519 -3.3487 1.1865 -0.09
C -4.4175 -0.6271 0.2028 -0.17
C -3.6020 0.6244 -0.1445 -0.17
C 1.1018 1.5429 -0.3134 -0.33
O 0.9226 2.0421 -1.4220 0.03
C 2.4487 1.2119 0.1780 -0.06
C 3.5595 1.4775 -0.6262 0.05
H 4.5235 0.4999 -3.0342 0.07
H 5.5648 1.3017 -4.2170 0.08
H 6.2174 0.0259 -3.1783 0.08
H 6.9462 2.2650 -2.3882 0.12
H 5.2524 2.7794 -2.2316 0.12
H 6.0000 0.3526 1.3999 0.12
H 4.0565 -0.1329 2.8468 0.11
H 1.6734 -0.0622 3.1189 0.15
H -0.4869 -0.3633 3.5474 0.08
H -1.2030 1.2273 3.2552 0.10
H -1.6611 -0.1276 2.2276 0.08
H -1.8452 2.2481 0.8613 0.13
H -1.3104 2.0354 -0.8266 0.13
H -1.3413 -0.1365 -1.7588 0.13
H -0.8381 -1.1191 -0.3675 0.12
H -2.2928 -2.6098 -1.4161 0.12
H -3.3335 -1.3395 -2.0790 0.12
H -3.8284 -3.8504 -0.4213 0.11
H -5.2492 -2.9088 -0.9273 0.12
H -5.6198 -4.3282 1.1254 0.07
H -4.4103 -3.3610 1.9803 0.08
H -5.9177 -2.6188 1.4340 0.06
H -4.6781 -0.6087 1.2642 0.11
H -5.3546 -0.6212 -0.3837 0.12
H -3.7733 0.9197 -1.1951 0.12
H -3.9279 1.4547 0.4863 0.12
H 3.3552 1.9314 -1.5830 0.11
```

The HOMO energy comes out at -0.285 hartree. The SMILES is CCOc1ccc2[nH]c(C)c(CN3CCN(CC)CC3)c(=O)c2c1. The value obtained for the HOMO-LUMO gap is 8.430 eV.

=====

Each structure's energy above the most stable one, in kJ/mol: <w> 0.0; <x> 160.0.